{"formula": "C8H60O26S", "method": "wB97M-V/def2-TZVPD", "total_charge": 0, "elements": ["C", "C", "O", "C", "C", "C", "C", "S", "O", "O", "O", "C", "C", "H", "H", "H", "H", "H", "H", "H", "H", "H", "H", "H", "H", "H", "H", "H", "H", "O", "H", "H", "O", "H", "H", "O", "H", "H", "O", "H", "H", "O", "H", "H", "O", "H", "H", "O", "H", "H", "O", "H", "H", "O", "H", "H", "O", "H", "H", "O", "H", "H", "O", "H", "H", "O", "H", "H", "O", "H", "H", "O", "H", "H", "O", "H", "H", "O", "H", "H", "O", "H", "H", "O", "H", "H", "O", "H", "H", "O", "H", "H", "O", "H", "H"], "coordinates": [[1.84489, 1.85147, 1.09093], [2.15849, 0.90816, -0.09952], [3.54039, 1.12448, -0.45724], [1.29868, 1.12126, -1.38633], [-0.15913, 1.58007, -1.15563], [-0.91547, 0.68847, -0.10343], [-2.03416, 1.44812, 0.69820], [-2.64028, 3.00117, -0.04337], [-4.03125, 2.82469, -0.52143], [-2.62951, 4.01144, 1.04447], [-1.71919, 3.42466, -1.32174], [-0.33863, 3.11539, -0.91341], [0.57236, 4.01260, -1.78024], [0.93345, 1.60785, 1.65003], [1.78089, 2.87960, 0.70200], [2.72006, 1.85119, 1.75475], [2.07163, -0.12977, 0.26966], [4.05868, 0.64436, 0.19930], [1.87707, 1.75391, -2.08206], [1.23015, 0.13399, -1.87632], [-0.68989, 1.38099, -2.10507], [-1.38296, -0.14201, -0.64831], [-0.24712, 0.22979, 0.62881], [-1.71124, 1.57029, 1.73857], [-2.91216, 0.78530, 0.73852], [-0.21452, 3.34290, 0.15596], [0.95227, 3.51001, -2.67520], [1.37288, 4.41437, -1.14684], [-0.03268, 4.86940, -2.11257], [5.54199, -1.14891, 0.90234], [5.94679, -1.23868, 0.03510], [6.12985, -1.64531, 1.48667], [-3.06908, -0.24860, -2.48518], [-3.31491, 0.68105, -2.40620], [-3.86985, -0.72425, -2.22949], [-0.98346, -1.34000, 2.38844], [-0.38345, -2.07515, 2.21395], [-1.57855, -1.67573, 3.06503], [-5.18793, 4.09531, -3.44459], [-4.33811, 4.12989, -3.89575], [-4.95578, 3.95117, -2.51846], [-3.45937, 2.48016, -5.85766], [-4.25294, 2.61176, -6.38372], [-3.75449, 1.92863, -5.12724], [6.32541, 0.76091, -1.61570], [6.08351, 0.08805, -2.25880], [5.48652, 1.00489, -1.20536], [6.92752, 3.81732, -0.50685], [6.09350, 4.25161, -0.30364], [6.67379, 3.06683, -1.05505], [-5.43338, -2.19964, -1.01189], [-4.83468, -2.93547, -1.19019], [-6.02279, -2.54000, -0.33002], [-3.02573, -0.15638, 4.15094], [-3.38928, 0.73054, 4.08241], [-3.40994, -0.50415, 4.96392], [-7.73172, -3.93820, -1.37247], [-6.98943, -3.58796, -1.87812], [-8.49646, -3.76806, -1.92814], [-3.72399, -5.07341, -0.95608], [-2.90499, -5.39655, -1.34529], [-4.06832, -5.82963, -0.47218], [0.44708, -0.93279, -4.16834], [0.19627, -1.61506, -4.79757], [-0.38349, -0.68600, -3.74881], [-4.11293, -2.42702, 2.30550], [-3.63190, -1.89287, 2.95057], [-3.44274, -2.97436, 1.88662], [3.62986, 2.87190, -3.14607], [4.02362, 2.79088, -4.01935], [4.22572, 2.37891, -2.57218], [1.49641, -0.88984, 3.86627], [2.24256, -0.54138, 3.36983], [0.72963, -0.72310, 3.29924], [-2.07470, -3.37362, -3.41553], [-2.32103, -2.44646, -3.33451], [-2.87227, -3.84840, -3.16452], [-5.61622, -1.97777, 4.71226], [-5.90876, -2.65221, 4.09467], [-6.41649, -1.72229, 5.17861], [7.44433, 0.76469, 2.36524], [8.20255, 1.09466, 1.87590], [6.69744, 0.93334, 1.78347], [7.55595, -3.47506, 1.71784], [8.37984, -3.81907, 1.35363], [7.18473, -4.21984, 2.19535], [-7.98685, -3.16937, 5.87521], [-8.81090, -3.00715, 5.40579], [-8.24747, -3.70794, 6.62716], [3.84731, 4.06447, 2.46868], [3.66609, 4.93106, 2.84300], [4.43238, 3.65083, 3.11064], [8.94915, -5.89066, 0.57537], [8.13493, -6.39781, 0.63712], [9.55599, -6.47686, 0.11566]], "lowdin_charge": [-0.02, -0.36, -0.07, -0.09, -0.24, -0.15, -0.17, 0.72, -0.33, -0.32, -0.21, -0.35, 0.00, 0.08, 0.08, 0.07, 0.14, 0.06, 0.09, 0.11, 0.14, 0.10, 0.07, 0.10, 0.11, 0.12, 0.08, 0.09, 0.09, -0.06, 0.03, 0.02, -0.04, 0.04, 0.03, -0.04, 0.06, 0.02, -0.06, 0.02, 0.01, -0.05, 0.04, 0.02, -0.04, 0.05, -0.01, -0.05, 0.03, 0.00, -0.05, 0.01, 0.04, -0.04, 0.06, 0.05, -0.06, 0.01, 0.04, -0.04, 0.04, 0.05, -0.05, 0.04, 0.01, -0.05, -0.01, 0.03, -0.04, 0.05, 0.01, -0.06, 0.02, -0.01, -0.05, 0.01, 0.01, -0.07, 0.02, 0.01, -0.06, 0.04, 0.01, -0.05, 0.02, 0.04, -0.05, 0.05, 0.04, -0.05, 0.04, 0.04, -0.05, 0.04, 0.04]}

{"formula": "C18H29NO5", "method": "wB97M-V/def2-TZVPD", "total_charge": 0, "de_lowest_kcal_mol": 460.3, "elements": ["C", "C", "H", "H", "O", "C", "O", "C", "C", "C", "N", "C", "C", "H", "H", "H", "H", "C", "C", "C", "C", "C", "O", "C", "O", "C", "H", "H", "H", "H", "H", "H", "H", "H", "H", "H", "H", "H", "H", "C", "C", "O", "C", "H", "H", "H", "H", "H", "H", "H", "H", "H", "H"], "coordinates": [[2.27602, 1.30411, -3.98173], [2.52284, -0.09408, -3.66082], [2.10785, -0.81604, -4.38517], [3.61568, -0.27234, -3.66431], [1.90329, -0.52632, -2.64539], [0.84934, -0.99745, -2.56472], [0.26291, -0.99130, -3.56248], [0.26500, -1.55299, -1.11378], [0.69121, -0.50746, -0.08876], [-0.07527, 0.89634, -0.24751], [-1.42498, 0.36415, 0.02111], [-1.95766, -0.53705, -1.14673], [-1.25747, -1.58034, -1.15513], [-1.44142, -2.38383, -1.75063], [-1.50692, -2.20053, -0.11634], [-2.82323, -0.55803, -1.02260], [-1.71223, 0.20549, -2.19797], [-2.19299, 1.77762, -0.08985], [-2.07093, 2.55562, 1.27811], [-1.24798, 3.77197, 1.30973], [-1.41856, 4.04818, 2.59449], [-1.75821, 2.92975, 3.30159], [-2.27055, 2.04776, 2.45402], [-2.00000, 2.71161, 4.76057], [-1.33971, 1.89124, 5.41106], [0.01499, 2.88112, 5.55711], [0.76211, 2.36907, 5.90717], [-0.18724, 3.66204, 6.18614], [0.60368, 3.11961, 4.46049], [-2.98329, 2.14073, 4.83519], [-2.44596, 3.60585, 5.32648], [-1.06416, 4.94837, 3.04234], [-0.97911, 4.40236, 0.52748], [-2.16133, 2.43663, -1.06104], [-3.31241, 1.45219, -0.06316], [0.25337, 1.46478, 0.69328], [-0.01480, 1.24657, -1.25596], [2.07716, -0.15915, -0.04440], [0.57805, -0.86367, 0.97310], [1.26539, -2.94416, -0.74964], [0.96875, -3.78616, -1.73584], [2.05240, -5.07015, -1.69235], [1.73431, -5.81100, -0.64573], [2.01902, -5.17340, 0.22464], [0.61547, -6.28172, -0.47227], [2.27625, -6.48578, -0.65197], [-0.15750, -4.18187, -1.62838], [0.91126, -3.35956, -2.80387], [2.10197, -2.66514, -0.75787], [0.97146, -3.24253, 0.19729], [2.62952, 1.54530, -4.92196], [1.07879, 1.32135, -4.10541], [2.39584, 1.94221, -3.07762]], "lowdin_charge": [-0.04, -0.33, 0.15, 0.15, 0.08, -0.63, 0.14, -0.18, -0.13, -0.19, -0.08, -0.20, -0.23, 0.10, 0.22, 0.01, 0.22, -0.09, -0.26, 0.00, -0.09, -0.25, 0.14, -0.44, -0.05, 0.08, -0.01, 0.05, 0.17, 0.15, 0.15, 0.12, 0.09, 0.15, 0.13, 0.15, 0.10, 0.21, 0.12, -0.12, -0.12, -0.13, -0.23, 0.10, 0.15, -0.05, 0.17, 0.15, 0.02, 0.11, 0.06, 0.13, 0.10]}

{"formula": "C5H7NOS", "method": "wB97M-V/def2-TZVPD", "total_charge": 0, "de_lowest_kcal_mol": 108.5, "smiles": "O[C@]12C[C@@H]1NCC2=S", "elements": ["C", "C", "C", "C", "C", "H", "H", "H", "H", "H", "H", "H", "N", "O", "S"], "coordinates": [[-0.02106, -0.81539, 0.32286], [1.01399, -1.49021, -0.58008], [0.60781, -0.10701, -0.90176], [-0.73923, 1.41990, 0.10086], [-1.27623, -0.01928, 0.20026], [0.14917, -0.64460, 2.29320], [0.64340, -2.23636, -1.25817], [1.97104, -1.67000, -0.10683], [-0.07643, -0.10896, -1.77321], [1.34595, 1.38052, 0.26915], [-1.41168, 1.88158, -0.61351], [-0.75385, 2.01368, 1.05597], [0.67704, 1.27058, -0.47281], [0.68081, -0.37217, 1.49846], [-2.81073, -0.50227, -0.03439]], "lowdin_charge": [-0.41, 0.04, -0.25, -0.17, -0.75, 0.14, 0.11, 0.12, 0.16, 0.09, 0.10, 0.13, 0.01, -0.03, 0.71]}

{"formula": "C47H39N2P2PdSe2Si", "method": "wB97M-V/def2-TZVPD", "total_charge": 3, "de_lowest_kcal_mol": 64.1, "elements": ["Pd", "C", "Si", "C", "C", "C", "C", "C", "C", "P", "C", "C", "C", "C", "C", "C", "C", "C", "C", "C", "C", "C", "C", "C", "C", "C", "C", "C", "P", "C", "C", "C", "C", "C", "C", "C", "C", "C", "C", "C", "C", "H", "H", "H", "H", "H", "H", "H", "H", "H", "H", "H", "H", "H", "H", "H", "H", "H", "H", "H", "H", "H", "H", "H", "H", "H", "H", "H", "H", "H", "H", "H", "Se", "Se", "C", "C", "C", "C", "C", "N", "C", "C", "C", "C", "C", "N", "H", "H", "H", "H", "H", "H", "H", "H"], "coordinates": [[-0.30868, -0.32558, 0.54335], [0.55532, 3.77792, 1.18486], [0.06764, 3.35804, -0.54629], [1.35959, 3.63305, -1.89434], [1.69071, 4.69566, -2.90062], [2.54935, 4.45413, -3.90626], [3.32548, 3.24007, -4.24080], [3.39438, 2.06357, -3.59807], [2.56661, 1.86668, -2.36421], [2.45587, 0.44581, -1.22763], [3.10243, -1.13259, -1.70204], [4.38091, -1.49808, -1.26898], [4.93545, -2.67997, -1.73035], [4.22657, -3.47694, -2.62301], [2.96040, -3.10202, -3.06061], [2.39020, -1.92827, -2.60198], [0.62161, 0.51511, -0.96912], [3.18295, 1.24318, 0.18534], [3.14651, 2.56149, -0.01552], [2.76348, 3.05028, -1.37328], [1.10978, 2.27788, -2.63792], [0.17012, 1.48652, -1.80122], [-1.78975, 3.42694, -0.63273], [-2.29073, 4.71490, -0.81238], [-3.64812, 4.99170, -0.69643], [-4.51275, 3.96699, -0.36486], [-4.02907, 2.67524, -0.17726], [-2.67726, 2.37304, -0.31635], [-2.29453, 0.55425, -0.24154], [-2.60241, -0.00880, -1.93630], [-2.58319, -1.38717, -2.16054], [-2.83299, -1.88528, -3.42698], [-3.08547, -1.01571, -4.48326], [-3.10251, 0.35346, -4.26524], [-2.86872, 0.85817, -2.99274], [-3.61435, -0.24700, 0.71916], [-4.81668, -0.58768, 0.08234], [-5.83668, -1.18829, 0.79833], [-5.66944, -1.47235, 2.14833], [-4.48278, -1.14141, 2.78267], [-3.46071, -0.52614, 2.07628], [0.71731, 4.86546, 1.09464], [1.46112, 3.36766, 1.61682], [-0.28322, 3.66121, 1.86650], [1.24001, 5.67611, -2.81879], [2.72798, 5.27815, -4.58589], [3.92717, 3.34004, -5.13542], [4.01412, 1.26125, -3.97702], [4.93800, -0.86935, -0.58445], [5.92338, -2.97448, -1.40404], [4.67056, -4.39330, -2.98902], [2.42315, -3.72187, -3.76548], [1.40396, -1.63095, -2.94081], [3.51780, 0.75497, 1.08962], [3.49326, 3.26702, 0.73074], [3.54560, 3.73236, -1.70184], [0.81051, 2.34713, -3.68069], [-0.88236, 1.58319, -2.03846], [-1.61674, 5.53217, -1.05269], [-4.01427, 5.99626, -0.85701], [-5.57151, 4.15710, -0.25278], [-4.73748, 1.90138, 0.08142], [-2.40005, -2.06665, -1.33540], [-2.85361, -2.95466, -3.59297], [-3.28647, -1.40866, -5.47068], [-3.32176, 1.03119, -5.07915], [-2.94324, 1.92788, -2.82947], [-4.95670, -0.38100, -0.96910], [-6.76525, -1.43563, 0.30221], [-6.46774, -1.94628, 2.70305], [-4.35150, -1.35606, 3.83484], [-2.55538, -0.24921, 2.58980], [1.64514, -1.84143, 1.27893], [0.30579, -2.75911, 2.99381], [-0.06984, -1.06662, 3.80906], [-0.11347, -0.96445, 5.18882], [-0.46702, 0.25736, 5.74501], [-0.72974, 1.32688, 4.90274], [-0.64148, 1.13001, 3.53666], [-0.32701, -0.04744, 2.98558], [1.16595, -3.29258, 0.07746], [1.86141, -4.48426, 0.12204], [1.44129, -5.49314, -0.73891], [0.37824, -5.24249, -1.58835], [-0.23767, -3.99646, -1.54560], [0.14181, -3.02564, -0.71713], [0.13036, -1.81366, 5.81192], [-0.52440, 0.37087, 6.81921], [-1.00379, 2.29592, 5.29460], [-0.85675, 1.93011, 2.84071], [2.69126, -4.62785, 0.80089], [1.93851, -6.45387, -0.73981], [0.02232, -5.99908, -2.27380], [-1.06428, -3.76704, -2.20696]], "lowdin_charge": [0.57, -0.11, 0.93, -0.27, -0.03, -0.04, -0.04, -0.01, -0.35, 1.08, -0.36, -0.07, -0.03, -0.02, -0.05, -0.08, -0.29, -0.14, -0.08, -0.18, -0.22, -0.27, -0.27, -0.07, -0.02, -0.01, -0.05, -0.31, 1.05, -0.38, -0.10, -0.05, -0.04, -0.04, -0.08, -0.36, -0.09, -0.04, -0.03, -0.05, -0.08, 0.08, 0.03, 0.03, 0.12, 0.12, 0.12, 0.12, 0.12, 0.13, 0.13, 0.12, 0.12, 0.09, 0.14, 0.16, 0.18, 0.06, 0.12, 0.13, 0.13, 0.10, 0.10, 0.11, 0.12, 0.12, 0.11, 0.12, 0.12, 0.12, 0.12, 0.06, 0.74, 0.82, -0.68, -0.06, -0.01, -0.01, -0.14, -0.08, -0.67, -0.08, -0.02, -0.02, -0.11, 0.02, 0.12, 0.13, 0.12, 0.09, 0.12, 0.13, 0.13, 0.09]}

{"formula": "C3H3NO2", "method": "wB97M-V/def2-TZVPD", "total_charge": 0, "de_lowest_kcal_mol": 57.1, "smiles": "COC(=O)C#N", "elements": ["C", "C", "C", "H", "H", "H", "N", "O", "O"], "coordinates": [[0.71574, -0.97340, -0.85030], [-0.26950, 0.36212, 0.76310], [-1.08649, 1.81181, 0.93182], [0.30817, -1.80583, -0.24948], [0.26579, -1.02950, -1.85066], [1.80632, -1.01553, -0.83102], [-1.86965, 2.59731, 0.89739], [-0.09410, 0.27271, -0.51929], [0.22372, -0.21968, 1.70845]], "lowdin_charge": [0.03, -0.47, -0.09, 0.10, 0.10, 0.10, 0.13, -0.02, 0.12]}

LUMO (Eh)
-0.0029; 0.0241; -0.0045; -0.3146; 0.0152
Orbital gap (eV)
10.3; 8.7; 8.2; 7.2; 12.3